Entry 1:
C3H6N2OS | wB97M-V/def2-TZVPD

Positions of all 13 atoms, in Å:
C -1.630 1.260 -0.162
C -1.778 -0.193 -0.094
C 1.473 -1.109 -0.048
H -0.438 1.601 -0.644
H -1.752 1.467 1.271
H -2.694 1.487 -0.560
H 1.556 -2.278 -0.346
H 2.365 0.794 0.697
H 3.790 -0.561 -0.161
N 0.496 -0.314 0.156
N 2.697 -0.224 -0.111
O -0.787 -1.026 0.007
S -3.297 -0.905 -0.006

As for the max |F|: 0.114 Eh/bohr. For the HOMO energy, the calculation gives -8.25 eV. As for the total charge: 0.

=====

Entry 2:
C5H12N2 | wB97M-V/def2-TZVPD

Positions of all 19 atoms, in Å:
C 1.346 -0.886 0.342
C 0.965 0.571 0.500
C -0.348 0.785 -0.328
C -1.344 -0.258 -0.337
C -2.037 -0.647 -1.471
N -1.871 -0.459 0.976
N 1.995 1.563 0.217
H 1.469 -1.240 -0.645
H 2.368 -1.106 0.694
H 0.647 -1.512 0.971
H 0.667 0.554 1.542
H -0.720 1.777 0.096
H 0.104 0.914 -1.388
H -3.096 -0.720 -1.557
H -1.516 -0.620 -2.415
H -2.668 -1.058 1.035
H -1.194 -0.499 1.682
H 2.408 1.438 -0.740
H 2.826 1.406 0.827

As for the max |F|: 0.100 Eh/bohr. For the HOMO energy, the calculation gives -7.90 eV. As for the total charge: 0. The structure (SMILES) is C=C(N)C[C@@H](C)N.

=====

Entry 3:
C4H3N3O2 | wB97M-V/def2-TZVPD

Positions of all 12 atoms, in Å:
C -0.720 -0.860 -0.159
C -0.518 -1.381 1.117
C 0.796 0.354 0.836
C 1.248 1.919 -0.602
H -2.868 -1.326 -0.908
H -1.102 -2.112 1.544
H 1.999 2.418 -1.286
N 0.351 -0.511 1.835
N 1.657 1.488 0.499
N 0.280 0.012 -0.350
O -1.409 -1.173 -1.365
O 0.286 1.174 -1.161

As for the max |F|: 0.119 Eh/bohr. For the HOMO energy, the calculation gives -8.62 eV. As for the total charge: 0.

=====

Entry 4:
C38H118N8O38 | wB97M-V/def2-TZVPD

Positions of all 202 atoms, in Å:
C 1.848 -0.342 4.106
C 1.349 -1.754 3.827
O 0.238 -1.838 2.878
O 2.250 0.404 2.969
H 2.699 -0.366 4.752
H 1.105 0.243 4.639
H 1.119 -2.190 4.830
H 2.165 -2.320 3.350
H -0.579 -1.663 3.304
H 2.793 -0.165 2.376
C -1.660 4.376 -2.548
C -1.504 5.818 -3.056
O -0.210 6.084 -3.637
O -0.443 3.895 -1.952
H -1.957 3.674 -3.301
H -2.526 4.410 -1.790
H -1.607 6.591 -2.249
H -2.324 6.034 -3.786
H 0.098 5.274 -4.127
H -0.600 2.966 -1.735
C 1.228 -6.818 3.479
C 1.427 -6.010 2.171
O 1.430 -4.635 2.331
O -0.012 -6.540 4.232
H 2.060 -6.884 4.192
H 1.163 -7.851 3.148
H 0.549 -6.332 1.539
H 2.314 -6.430 1.719
H 0.567 -4.281 2.700
H 0.062 -5.644 4.644
C 3.543 -4.110 -4.553
C 3.297 -2.688 -4.886
O 1.876 -2.495 -4.990
O 2.874 -4.535 -3.351
H 4.594 -4.351 -4.420
H 3.136 -4.729 -5.423
H 3.789 -2.360 -5.769
H 3.726 -2.010 -4.134
H 1.641 -2.147 -4.136
H 2.022 -4.777 -3.709
C -1.907 6.065 1.398
C -3.101 6.012 2.407
O -3.431 4.606 2.638
O -0.692 5.810 2.143
H -1.916 7.016 0.849
H -2.095 5.318 0.666
H -3.979 6.416 1.897
H -2.972 6.509 3.374
H -4.361 4.591 2.717
H 0.111 5.731 1.599
C 4.049 4.405 1.129
C 3.076 5.544 1.252
O 1.822 5.236 0.588
O 5.329 4.839 1.522
H 4.126 4.142 0.078
H 3.678 3.538 1.752
H 3.512 6.404 0.813
H 2.864 5.812 2.263
H 1.855 5.802 -0.230
H 5.766 4.106 1.999
C 6.159 2.435 4.319
C 5.141 1.685 3.474
O 3.933 2.346 3.690
O 6.350 3.724 3.793
H 7.073 1.811 4.316
H 5.797 2.435 5.299
H 5.192 0.655 3.851
H 5.397 1.767 2.398
H 3.244 1.657 3.528
H 5.684 4.362 4.155
C 1.616 1.647 -5.147
C 0.613 2.320 -4.327
O 0.262 3.587 -4.860
O 1.092 1.440 -6.440
H 1.959 0.667 -4.677
H 2.554 2.292 -5.266
H 0.990 2.523 -3.283
H -0.199 1.549 -4.253
H 0.170 3.540 -5.810
H 0.388 0.711 -6.394
C -0.989 -1.704 -4.711
C -0.772 -1.490 -3.257
O 0.434 -1.956 -2.766
O -0.201 -0.847 -5.545
H -2.063 -1.435 -4.822
H -0.891 -2.746 -5.006
H -1.532 -2.022 -2.656
H -1.001 -0.409 -3.073
H 0.861 -1.419 -2.099
H 0.674 -1.342 -5.668
C -4.350 -4.627 -2.666
C -4.078 -6.017 -3.063
O -3.334 -6.673 -2.083
O -3.092 -3.851 -2.476
H -4.754 -4.677 -1.689
H -5.118 -4.141 -3.310
H -3.408 -6.031 -3.977
H -4.972 -6.598 -3.390
H -3.959 -6.891 -1.346
H -2.420 -4.478 -2.723
C -4.199 0.840 -0.335
C -3.565 -0.591 -0.123
O -3.737 -1.137 1.181
O -3.582 1.373 -1.539
H -3.986 1.528 0.518
H -5.302 0.711 -0.235
H -2.561 -0.395 -0.436
H -3.995 -1.365 -0.745
H -3.394 -0.601 1.891
H -2.644 1.085 -1.579
C 3.191 -2.003 -0.939
C 3.300 -2.148 0.575
O 3.832 -0.986 1.210
O 2.472 -0.829 -1.420
H 2.645 -2.923 -1.230
H 4.118 -2.146 -1.432
H 3.937 -3.014 0.697
H 2.283 -2.396 0.985
H 4.392 -0.482 0.620
H 2.082 -0.329 -0.672
C -5.169 -7.468 2.285
C -5.479 -6.166 1.567
O -4.593 -6.141 0.433
O -4.017 -7.291 3.155
H -5.030 -8.275 1.558
H -5.885 -7.729 3.033
H -5.179 -5.457 2.322
H -6.531 -6.029 1.271
H -3.974 -5.422 0.443
H -3.381 -6.759 2.715
C 0.129 4.601 5.064
C 1.338 3.640 5.033
O 2.487 4.106 5.686
O -0.906 3.950 4.338
H 0.378 5.594 4.759
H -0.211 4.667 6.107
H 1.510 3.466 3.928
H 1.086 2.728 5.642
H 3.263 3.829 5.128
H -0.910 4.404 3.445
C 3.503 5.140 -3.458
C 3.163 6.552 -3.100
O 2.110 6.776 -2.166
O 3.614 4.273 -2.284
H 4.389 5.117 -4.077
H 2.658 4.684 -3.976
H 3.010 7.096 -4.015
H 3.982 7.051 -2.562
H 1.298 6.601 -2.666
H 2.792 4.438 -1.785
C -1.300 -4.391 0.190
C -1.732 -4.357 1.592
O -3.114 -4.025 1.671
O -1.542 -3.092 -0.368
H -1.743 -5.190 -0.428
H -0.209 -4.557 0.151
H -1.180 -3.592 2.127
H -1.465 -5.267 2.161
H -3.092 -3.130 1.386
H -2.215 -3.195 -1.050
C -5.521 -0.559 -5.949
C -4.580 0.417 -5.246
O -4.522 -0.041 -3.942
O -5.209 -1.880 -5.473
H -5.345 -0.615 -7.056
H -6.581 -0.362 -5.794
H -5.011 1.485 -5.354
H -3.559 0.454 -5.681
H -4.046 0.609 -3.393
H -5.192 -1.675 -4.514
C -2.077 -4.021 5.197
O -0.873 -3.862 5.378
N -2.631 -5.278 5.306
N -2.780 -2.937 4.664
H -2.028 -6.081 5.166
H -3.556 -5.417 4.859
H -2.241 -2.100 4.688
H -3.748 -2.944 4.449
C -2.222 0.819 3.664
O -2.318 -0.421 3.526
N -2.329 1.617 2.588
N -2.112 1.410 4.908
H -2.223 1.187 1.653
H -2.433 2.670 2.677
H -2.164 0.841 5.702
H -1.726 2.311 4.883
C 5.539 1.436 -0.792
O 5.645 0.649 0.165
N 6.575 2.367 -0.965
N 4.424 1.395 -1.594
H 6.410 3.275 -1.406
H 7.003 2.540 -0.073
H 4.192 2.291 -2.096
H 3.714 0.686 -1.387
C 0.006 1.188 -0.099
O -0.683 1.290 -1.120
N 0.069 0.064 0.722
N 0.792 2.228 0.273
H 0.483 -0.021 1.663
H -0.338 -0.771 0.363
H 1.571 2.087 0.905
H 0.752 3.088 -0.242

As for the max |F|: 0.061 Eh/bohr. For the HOMO energy, the calculation gives -9.78 eV. As for the total charge: 0.

=====

> Which of these has the highest max |F|?

C4H3N3O2

=====

Repeat the third record exactly.
C4H3N3O2 | wB97M-V/def2-TZVPD

Positions of all 12 atoms, in Å:
C -0.720 -0.860 -0.159
C -0.518 -1.381 1.117
C 0.796 0.354 0.836
C 1.248 1.919 -0.602
H -2.868 -1.326 -0.908
H -1.102 -2.112 1.544
H 1.999 2.418 -1.286
N 0.351 -0.511 1.835
N 1.657 1.488 0.499
N 0.280 0.012 -0.350
O -1.409 -1.173 -1.365
O 0.286 1.174 -1.161

As for the max |F|: 0.119 Eh/bohr. For the HOMO energy, the calculation gives -8.62 eV. As for the total charge: 0.